Here is a molecular structure, C30H26AsBCl2F2N4NaOS at a distorted geometry from the OMol25 dataset. Energies are from wB97M-V/def2-TZVPD.

Summary:
- Electronic energy: -5394.46945 Ha
- Total charge: -1
- Energy above the lowest of the compared OMol25 structures with the same formula, charge and spin: 3.615 eV

Geometry (Å):
C  2.365  -2.116  0.030
H  4.631  -4.571  0.836
C  0.427  -0.385  -4.806
H  -0.991  -2.448  -2.852
H  0.081  -1.406  -4.974
C  3.808  -4.105  0.307
H  -1.015  5.451  4.455
H  -1.205  4.368  -8.577
C  -0.375  2.914  -5.061
H  -3.146  0.898  -4.012
C  -0.098  2.323  -3.714
C  3.200  -4.768  -0.718
Cl  4.201  -2.041  2.029
H  -3.825  4.722  0.435
H  0.970  3.249  -8.167
F  -2.888  0.549  -0.488
C  -0.029  0.702  3.474
C  -0.106  -2.946  -2.464
C  0.244  3.335  -7.367
H  -0.577  2.901  -2.925
H  0.971  2.292  -3.505
O  2.038  -0.927  0.290
C  1.667  -2.894  -1.000
H  1.268  -0.047  6.514
C  -1.624  4.055  2.896
C  0.266  -4.216  -2.947
C  -1.589  3.560  -5.303
H  -2.305  3.651  -4.491
N  -0.777  3.012  3.287
S  -1.367  2.725  0.344
H  -2.832  4.587  -6.716
C  -2.644  6.196  3.264
C  -2.319  0.418  -4.537
H  0.367  0.169  -5.744
N  0.115  -0.481  2.875
H  0.763  -2.425  3.002
H  1.668  -5.811  -2.748
C  -1.886  4.082  -6.555
C  3.389  -2.824  0.689
H  0.284  1.832  5.294
H  1.496  -2.266  5.372
As  -0.701  0.450  -3.435
H  -0.277  3.141  4.146
H  1.505  2.362  -5.929
C  -3.473  5.979  2.151
H  -0.316  -4.694  -3.727
C  2.091  -4.191  -1.384
H  1.462  -0.425  -4.463
C  -2.402  3.839  1.770
H  -4.229  6.712  1.887
H  -2.571  -0.630  -4.710
B  -2.287  1.706  -0.821
C  0.652  -1.495  3.551
C  -0.973  3.964  -7.599
C  0.935  -0.185  5.492
C  0.541  2.825  -6.108
F  -2.708  2.287  -1.980
C  -0.667  1.788  2.664
N  -1.076  1.477  1.465
H  -2.740  7.109  3.842
N  0.569  -2.301  -1.547
C  -3.280  4.842  1.376
C  1.359  -4.831  -2.409
Na  0.209  -0.151  0.453
C  0.381  0.879  4.794
C  1.069  -1.409  4.869
C  -1.694  5.257  3.624
H  -2.156  0.911  -5.497
Cl  3.791  -6.354  -1.191

Charge distribution, Löwdin scheme, values in e: -0.430 0.097 -0.324 0.079 0.008 -0.156 0.093 0.092 -0.309 0.017 -0.326 -0.626 0.637 0.095 0.095 0.130 -0.182 -0.178 -0.096 0.053 0.075 -0.138 -0.128 0.105 -0.299 -0.064 -0.060 0.116 0.101 1.023 0.098 -0.133 -0.310 0.009 0.108 0.116 0.082 -0.091 -0.587 0.097 0.103 1.166 0.105 0.108 -0.128 0.098 -0.187 0.025 -0.271 0.083 0.016 -1.029 -0.114 -0.111 -0.069 -0.069 0.062 -0.333 -0.244 0.085 0.125 -0.139 -0.043 0.382 -0.016 -0.065 -0.063 0.020 0.620